Version 1
The molecule C4H9FO, computed with wB97M-V/def2-TZVPD.

Results
SMILES string ... OCCCCF
Gap between HOMO and LUMO ... 11.29 eV

Atoms and positions in Å:
1 C -1.8059 0.2249 -0.3267
2 C -0.3375 -0.2507 0.1314
3 C 0.8228 0.6979 -0.1454
4 C 2.1177 0.0158 0.3701
5 H -2.6738 -1.5053 -0.1643
6 H -2.0592 1.1766 0.0470
7 H -1.9124 0.0903 -1.4456
8 H -0.4000 -0.6609 1.1172
9 H -0.1395 -1.0776 -0.5799
10 H 0.7985 1.5713 0.3498
11 H 0.9324 1.0477 -1.1738
12 H 1.8990 -0.2522 1.4068
13 H 3.0651 0.6342 0.5370
14 O -2.8480 -0.6803 0.2359
15 F 2.5408 -1.0319 -0.3595



Version 2
A cluster of 2 separate species, C4H9FO in total, computed with wB97M-V/def2-TZVPD.

Results
Gap between HOMO and LUMO (spin up / spin down) ... 8.76 / 8.24 eV

Atoms and positions in Å:
1 C -0.7887 1.2396 -0.7187
2 C -1.4566 -0.9919 0.3972
3 C -0.8227 0.3420 0.4586
4 C 1.9907 -0.3973 0.4954
5 O 2.1708 -0.8922 -0.7539
6 F 2.6264 0.7878 0.7147
7 H -0.5004 0.6993 -1.6223
8 H -1.7826 1.6657 -0.9083
9 H -0.1039 2.0696 -0.5538
10 H -1.4017 -1.4178 -0.6028
11 H -0.9929 -1.6799 1.1024
12 H -2.5161 -0.9254 0.6732
13 H -0.6907 0.7876 1.4300
14 H 2.1684 -1.1140 1.2830
15 H 2.1000 -0.1730 -1.3948



Which structure wins on stability? version 1 wins.



Version 1
A cluster of 18 separate species, H36O18 in total, computed with wB97M-V/def2-TZVPD.

Results
Gap between HOMO and LUMO ... 10.19 eV

Atoms and positions in Å:
1 O -0.6737 3.5824 2.1609
2 H 0.0243 3.6532 2.8212
3 H -0.7709 4.4896 1.8657
4 O 2.9318 -1.5894 -2.5016
5 H 2.9153 -0.6462 -2.2924
6 H 1.9802 -1.7247 -2.3677
7 O -2.4213 0.5717 3.0321
8 H -2.6403 1.4975 2.9062
9 H -2.5106 0.2748 3.9555
10 O 3.4352 -0.1013 5.5832
11 H 3.3383 -0.0778 4.6271
12 H 2.9377 -0.8525 5.8982
13 O -2.5490 -3.0193 -4.2078
14 H -2.2312 -3.8995 -4.4188
15 H -2.6664 -2.9951 -3.2524
16 O 0.0980 5.3096 -2.5987
17 H 0.9844 5.3163 -2.9498
18 H -0.1971 4.5436 -2.1093
19 O -4.5247 -2.1797 -1.2841
20 H -4.5629 -1.2392 -1.4577
21 H -4.7070 -2.3986 -0.3683
22 O -1.6799 0.0153 -0.1098
23 H -1.2319 0.4781 -0.8286
24 H -2.2473 -0.6140 -0.5712
25 O 3.7296 3.4698 -3.1896
26 H 3.5473 4.4119 -3.0681
27 H 3.7713 3.4652 -4.1558
28 O -0.3476 -1.2145 2.9994
29 H -0.7998 -0.5922 2.4218
30 H -0.2938 -0.9115 3.8924
31 O -0.2216 -5.3548 0.4556
32 H 0.4225 -4.6273 0.4946
33 H -0.1631 -5.5401 -0.4757
34 O -2.1894 -0.6651 5.4517
35 H -2.6990 -0.0091 5.9147
36 H -2.6346 -1.4346 5.0902
37 O 0.3562 2.3962 -1.4747
38 H 1.2354 2.2855 -1.8541
39 H 0.4421 2.4944 -0.5207
40 O -0.0797 -0.6640 -3.2660
41 H -0.2429 0.2808 -3.3531
42 H -0.7043 -1.0683 -3.8847
43 O 0.3206 -2.6827 0.7884
44 H 0.9328 -2.0667 0.3709
45 H -0.5131 -2.2787 0.5147
46 O 0.5993 1.8032 -5.1710
47 H 0.8282 0.8699 -5.2049
48 H 0.5448 1.9869 -4.2322
49 O 0.5699 -4.6766 4.2583
50 H 0.3609 -3.9139 4.7932
51 H 0.1521 -4.5708 3.4023
52 O 3.1065 3.1531 -0.7792
53 H 3.9339 3.1988 -1.2627
54 H 3.0052 4.0605 -0.4877



Version 2
A cluster of 18 separate species, H36O18 in total, computed with wB97M-V/def2-TZVPD.

Results
Gap between HOMO and LUMO ... 10.16 eV

Atoms and positions in Å:
1 O -0.8152 -1.0015 -3.0419
2 H -1.0408 -0.6684 -2.1767
3 H -0.7546 -0.4519 -3.8248
4 O 1.4766 -5.0435 2.1272
5 H 0.9344 -5.8155 2.3268
6 H 1.1775 -4.8228 1.2369
7 O -0.6247 1.9426 0.1019
8 H -1.4187 2.4712 0.0620
9 H -0.8667 1.0785 0.4597
10 O -5.3384 -2.2773 -0.8974
11 H -4.4213 -2.5887 -0.9642
12 H -5.4555 -2.6024 0.0075
13 O -2.0811 3.3402 -2.8311
14 H -1.3424 3.9040 -3.0004
15 H -1.6567 2.6185 -2.3802
16 O -0.7449 1.8002 -4.6376
17 H -0.5292 1.6915 -5.5694
18 H -1.5286 2.3643 -4.5776
19 O -4.3087 0.0626 -1.1358
20 H -3.7791 -0.5929 -1.5991
21 H -5.0918 -0.4715 -0.8607
22 O 5.0034 -2.5164 2.7135
23 H 4.0919 -2.5483 3.0358
24 H 5.2773 -1.7675 3.2565
25 O 1.8347 1.0909 -3.8204
26 H 1.2250 1.2115 -3.0819
27 H 1.3843 1.6134 -4.4860
28 O 1.5484 -2.9276 -1.2517
29 H 1.0673 -2.7150 -2.0637
30 H 2.4488 -2.7624 -1.5606
31 O -2.7181 -2.8748 1.7481
32 H -2.2898 -2.9136 2.6060
33 H -3.6727 -2.9134 1.7922
34 O -1.7510 -0.9824 -0.2481
35 H -2.5723 -0.6198 0.1176
36 H -1.6390 -1.7985 0.2282
37 O 0.6688 -0.6515 -0.3532
38 H 0.5443 -1.6004 -0.5660
39 H 0.8853 -0.6520 0.5820
40 O 1.4802 1.5013 1.9717
41 H 0.7239 1.4609 1.3653
42 H 1.9861 0.6929 1.8628
43 O 4.7306 1.1442 4.1475
44 H 4.7000 0.1994 4.0901
45 H 3.9635 1.7026 4.2339
46 O 2.5386 5.2055 0.8526
47 H 1.9012 5.8286 1.2030
48 H 1.9999 4.6302 0.2991
49 O 1.1302 -1.7366 2.4838
50 H 1.0673 -1.6484 1.5338
51 H 1.2530 -2.6106 2.8619
52 O -0.2539 5.1381 1.5187
53 H -0.8455 5.2501 2.2668
54 H 0.4986 4.6325 1.8359



Which structure wins on stability? version 1 wins.



Version 1
A cluster of 2 separate species, CH2N2O2 in total, computed with wB97M-V/def2-TZVPD.

Results
Gap between HOMO and LUMO (spin up / spin down) ... 9.06 / 8.91 eV

Atoms and positions in Å:
1 C -1.1908 -0.2031 -0.0257
2 N -0.2793 -0.9821 0.0984
3 N 1.4143 0.1537 -0.0632
4 O 0.9642 1.2068 0.0249
5 O 2.3500 -0.5054 -0.0249
6 H -2.1131 -0.6074 0.1314
7 H -1.1452 0.9374 -0.1409



Version 2
The molecule CH2N2O2, computed with wB97M-V/def2-TZVPD.

Results
Gap between HOMO and LUMO (spin up / spin down) ... 6.72 / 6.81 eV

Atoms and positions in Å:
1 C -0.3040 -0.6962 -0.1578
2 N 0.4715 -1.1932 0.7492
3 N 0.0407 1.6275 0.0760
4 O -0.5784 0.5980 -0.3918
5 O 1.3568 -0.6237 1.4023
6 H -0.9728 -1.3603 -0.6806
7 H 0.9124 1.3891 0.5708



Which structure wins on stability? version 1 wins.



Version 1
A structure of composition C6H7HgO6, computed with wB97M-V/def2-TZVPD.

Results
Spin multiplicity ... 2
Gap between HOMO and LUMO (spin up / spin down) ... 7.31 / 6.32 eV

Atoms and positions in Å:
1 O -1.9716 -0.0204 -1.0858
2 C -1.6939 -0.9349 -0.1830
3 C -2.6886 1.0808 -0.4941
4 O -0.4759 -1.6797 0.1255
5 O -2.5412 -0.8200 0.8179
6 C -3.0421 0.5310 0.8920
7 H -3.5631 1.2893 -1.1173
8 H -2.0245 1.9501 -0.4580
9 H -4.1173 0.4808 1.0825
10 H -2.5230 1.0460 1.7070
11 Hg 1.0187 -1.8289 -1.6074
12 C 1.7220 -0.6532 0.8074
13 O 1.4172 1.1129 2.3853
14 C 1.7968 1.6490 1.2262
15 C 1.2199 -0.3110 2.1957
16 O 2.1382 0.7257 0.3576
17 O 1.9844 2.8372 1.0815
18 H 2.7236 -1.0911 1.0025
19 H 0.1365 -0.4625 2.3144
20 H 1.7419 -0.8617 2.9869



Version 2
A structure of composition C6H7HgO6, computed with wB97M-V/def2-TZVPD.

Results
Spin multiplicity ... 2
Gap between HOMO and LUMO (spin up / spin down) ... 6.68 / 9.10 eV

Atoms and positions in Å:
1 O 0.1326 0.2084 1.5330
2 O -1.8062 -0.7480 0.7420
3 C -2.6436 0.3685 0.4969
4 C -2.0061 0.9861 -0.7409
5 O -0.6196 0.7180 -0.5486
6 C -0.4810 -0.3696 0.5140
7 H -3.6653 0.0113 0.3304
8 H -2.6322 1.0610 1.3527
9 H -2.1711 2.0663 -0.8224
10 H -2.3479 0.4883 -1.6596
11 Hg 0.9034 1.6079 0.4582
12 O 2.9056 1.8602 0.3414
13 O 2.2414 -0.0649 -0.3420
14 C 1.7079 -1.2997 -0.4226
15 C 0.2762 -1.5488 -0.1221
16 O 4.4449 0.2301 -0.0866
17 C 3.3458 0.7292 -0.0345
18 H 2.4865 -2.0533 -0.5330
19 H -0.2731 -1.8531 -1.0282
20 H 0.2016 -2.3977 0.5721



Which structure wins on stability? version 1 wins.



Version 1
A cluster of 2 separate species, C7H13N3O in total, computed with wB97M-V/def2-TZVPD.

Results
SMILES string ... C=C(C)[C@@H](C)O.c1nnc[nH]1
Gap between HOMO and LUMO ... 9.93 eV

Atoms and positions in Å:
1 C 1.4638 -3.2421 0.6835
2 C 1.5346 -3.1666 -1.4774
3 C 1.2029 0.3580 -0.5719
4 C -1.3560 1.9318 0.9123
5 C -0.8335 -0.4564 1.5682
6 C -0.3678 0.4208 -0.7200
7 C -0.8609 0.7023 0.6014
8 N 2.6643 -3.5449 0.2850
9 N 2.7173 -3.5478 -1.0179
10 N 0.7238 -2.8838 -0.4031
11 O -0.7858 -0.7839 -1.2333
12 H 1.0993 -2.9450 1.6631
13 H 1.1085 -3.3215 -2.4415
14 H 1.7200 -0.1151 -1.3898
15 H 1.7128 1.4728 -0.4492
16 H 1.4997 -0.2054 0.3837
17 H -1.5753 2.3022 1.8291
18 H -0.2802 -2.8422 -0.4782
19 H -1.6604 2.6981 0.1916
20 H 0.1059 -0.5121 2.0522
21 H -1.6414 -0.4040 2.1609
22 H -1.0477 -1.3969 1.0204
23 H -0.5686 1.3233 -1.3951
24 H -0.4513 -0.9036 -2.1517



Version 2
A cluster of 2 separate species, C7H13N3O in total, computed with wB97M-V/def2-TZVPD.

Results
SMILES string ... Cc1c[nH]cn1.CCC(N)=O
Gap between HOMO and LUMO ... 9.44 eV

Atoms and positions in Å:
1 C 0.4469 2.8162 1.8068
2 C 0.0836 2.0403 -1.6535
3 C 0.5563 2.2757 0.3955
4 C 1.5004 1.4128 -0.0911
5 N -0.3162 2.6694 -0.5887
6 N 1.1571 1.2188 -1.4191
7 H -0.3194 1.9695 -2.6511
8 H 1.5917 0.7055 -2.1553
9 H 2.2882 0.9536 0.4737
10 H 1.1939 3.5866 1.9715
11 H 0.5769 1.9958 2.5111
12 H -0.5648 3.1957 1.9223
13 C -0.1822 -3.2555 0.2553
14 C 0.8040 -2.9948 -0.9009
15 C -1.1653 -2.1216 0.6571
16 O -2.0580 -2.3355 1.4520
17 N -1.0139 -0.8829 0.0809
18 H -0.8662 -4.0800 0.0814
19 H 0.3370 -3.3219 1.2121
20 H 0.6113 -2.0508 -1.4093
21 H 0.8450 -3.7984 -1.6268
22 H -1.4404 -0.1334 0.5967
23 H -0.2269 -0.7444 -0.5309
24 H 1.7825 -2.8685 -0.4366



Which structure wins on stability? version 2 wins.



Version 1
The molecule C15H23N3O4, computed with wB97M-V/def2-TZVPD.

Results
SMILES string ... CC(=O)N[C@@H](CC(C)C)[C@@H]1O[C@@H](C(=O)O)C[C@H]1c1cnc[nH]1
Gap between HOMO and LUMO ... 8.70 eV

Atoms and positions in Å:
1 O -2.8303 -0.7763 0.4438
2 O -0.1180 0.2103 -3.9754
3 N -2.0577 4.0395 -1.3203
4 O 1.5790 -1.2233 -4.5253
5 O 1.4330 -0.6414 -1.2982
6 C -2.1324 -1.7677 0.6281
7 C 0.9853 -0.3191 -3.7299
8 C -2.3313 3.1921 -2.2630
9 C -1.0462 3.4374 -0.5583
10 C -0.6215 2.3213 -1.1969
11 N -1.4938 2.1316 -2.2492
12 N -0.7415 -1.6113 0.6543
13 C -2.7344 -3.1542 0.5811
14 C 2.2607 -1.0559 3.7110
15 C -0.1606 -0.4633 3.7207
16 C 0.9728 -1.0650 2.8993
17 C 1.1898 -0.3478 1.5514
18 C 1.5479 1.5699 -2.0666
19 C 0.2722 -0.0015 -0.7975
20 C 1.7931 0.1018 -2.4788
21 C -0.0877 -0.3020 0.6386
22 C 0.5467 1.4993 -0.9295
23 H 0.9934 -1.3743 -5.2951
24 H -3.1641 3.2919 -2.9563
25 H -0.4968 3.8331 0.3092
26 H -1.4017 1.4750 -3.0199
27 H -0.1917 -2.4413 0.6464
28 H -2.5280 -3.5529 -0.4360
29 H -3.8110 -3.1221 0.7128
30 H -2.2675 -3.7626 1.3294
31 H 3.0377 -1.5970 3.1473
32 H 2.6107 0.0001 3.8553
33 H 2.1081 -1.5247 4.6862
34 H 0.0065 0.5918 3.8677
35 H -0.2977 -0.8805 4.7351
36 H -1.1095 -0.5977 3.2124
37 H 0.6529 -2.1108 2.6799
38 H 1.5141 0.6663 1.7418
39 H 1.9461 -0.8707 0.9955
40 H 1.1354 2.1969 -2.8473
41 H 2.4689 2.0596 -1.7078
42 H -0.5786 -0.3116 -1.4335
43 H 2.8868 -0.0583 -2.6782
44 H -0.7699 0.4358 1.0588
45 H 1.0310 1.8796 -0.0431



Version 2
The molecule C15H23N3O4, computed with wB97M-V/def2-TZVPD.

Results
SMILES string ... CCN1CCN(Cc2cc(OC)c(OC)cc2[N+](=O)[O-])CC1
Gap between HOMO and LUMO ... 7.83 eV

Atoms and positions in Å:
1 C -1.7840 -1.0457 4.8510
2 H -0.7179 -0.8970 4.6998
3 H -1.9911 -0.9976 5.9169
4 H -2.0515 -2.0377 4.4948
5 C -2.5936 0.0338 4.1230
6 N -2.3786 0.1529 2.6958
7 C -2.7503 -1.0200 1.9299
8 C -2.7422 -0.6567 0.4397
9 N -1.4628 -0.1506 -0.0232
10 C -1.0542 0.9543 0.8290
11 C -1.0504 0.6050 2.3213
12 H -0.8137 1.5014 2.8992
13 H -0.2719 -0.1482 2.5187
14 H -0.0622 1.2909 0.5208
15 H -1.7695 1.7645 0.6595
16 C -0.4474 -1.1931 -0.1605
17 C 0.7740 -0.6296 -0.8364
18 C 0.5718 0.0203 -2.0479
19 C 1.5947 0.5733 -2.8059
20 C 2.9277 0.4330 -2.3495
21 C 3.1348 -0.2274 -1.1504
22 C 2.0892 -0.7376 -0.3831
23 N 2.4643 -1.3629 0.8518
24 O 1.6530 -1.4065 1.7588
25 O 3.5902 -1.8104 0.9344
26 H 4.1481 -0.3328 -0.7955
27 O 4.0594 0.8820 -2.9444
28 C 4.0374 1.5282 -4.1990
29 H 5.0835 1.7311 -4.4266
30 H 3.4844 2.4686 -4.1610
31 H 3.6141 0.8885 -4.9758
32 O 1.3736 1.2415 -3.9699
33 C 0.0489 1.4165 -4.4182
34 H -0.4295 0.4584 -4.6401
35 H 0.1311 1.9992 -5.3344
36 H -0.5520 1.9667 -3.6888
37 H -0.4509 0.1024 -2.3759
38 H -0.8738 -1.9612 -0.8175
39 H -0.1831 -1.6663 0.7900
40 H -3.0210 -1.5254 -0.1615
41 H -3.4767 0.1363 0.2720
42 H -3.7580 -1.3244 2.2233
43 H -2.0685 -1.8701 2.1036
44 H -2.3642 1.0099 4.5610
45 H -3.6616 -0.1574 4.2712



Which structure wins on stability? version 1 wins.